(1)
Density functional theory data (the ωB97M-V functional and the def2-TZVPD basis) for a structure of composition C6H7ClN2O2 in a non-equilibrium geometry.

For the maximum force, the calculation gives 5.64 eV/Å. The energy above the lowest of the compared OMol25 structures with the same formula, charge and spin is 301.6 kJ/mol. Its frontier orbital gap is 0.318 hartree. For the total energy, the calculation gives -952.90225 a.u. For the molar mass, the calculation gives 174.6 u.

The geometry in ORCA input format:
```
! wB97M-V def2-TZVPD RIJCOSX def2/J DEFGRID3
* xyz 0 1
C -1.4170 1.4107 0.9869
C -0.2061 1.2146 0.4426
C -2.5250 -0.3996 0.1941
C 2.2567 0.0252 0.2242
C -0.8851 -0.8316 -0.7392
C 1.2990 0.1564 -0.9430
N -2.4603 0.5565 0.9568
N -0.0033 0.2149 -0.4164
O 2.2520 -1.1514 0.7801
O 2.8301 0.9214 0.7443
Cl -0.3639 -2.5122 -0.3488
H -1.6100 2.2470 1.5219
H 0.7216 1.7142 0.8140
H -3.0531 -1.2980 0.2008
H -1.3040 -0.9530 -1.6672
H 1.3380 -0.6861 -1.5954
H 1.5675 1.1910 -1.4796
H 1.5627 -1.8201 0.3237
*
```


(2)
Density functional theory data (the ωB97M-V functional and the def2-TZVPD basis) for the molecule C6H7ClN2O3 in a non-equilibrium geometry.

For the maximum force, the calculation gives 4.50 eV/Å. Its frontier orbital gap (spin up / spin down) is 0.245 / 0.276 hartree. For the total energy, the calculation gives -1027.91798 a.u. For the molar mass, the calculation gives 190.6 u.

The geometry in ORCA input format:
```
! wB97M-V def2-TZVPD RIJCOSX def2/J DEFGRID3
* xyz 0 3
C 0.2038 0.7661 -1.6641
C 1.2258 1.3985 -2.2428
C 0.4425 -0.4862 -0.7784
C -0.4868 -0.6336 0.5116
C -0.1069 0.3612 1.5850
C -0.2245 1.8375 1.3697
N -1.1009 1.2292 -1.7471
N -0.8929 2.4887 0.4398
O -1.0324 3.6824 0.1592
O 1.9002 2.0570 -2.9614
O -1.5812 1.3985 -0.5146
Cl 0.4760 2.9672 2.6059
H 0.2550 -1.4256 -1.3523
H 1.3417 -0.5681 -0.3285
H -1.5261 -0.5479 0.1457
H -0.3028 -1.7320 0.6911
H -0.6783 0.1733 2.4629
H 0.9180 0.1357 1.8792
H -1.1921 2.0941 -2.2983
*
```


(3)
Density functional theory data (the ωB97M-V functional and the def2-TZVPD basis) for the molecule C6H7F in a non-equilibrium geometry.

For the maximum force, the calculation gives 2.77 eV/Å. The energy above the lowest of the compared OMol25 structures with the same formula, charge and spin is 23.2 kJ/mol. Its frontier orbital gap is 0.387 hartree. For the total energy, the calculation gives -332.64068 a.u. For the molar mass, the calculation gives 98.1 u.

The geometry in ORCA input format:
```
! wB97M-V def2-TZVPD RIJCOSX def2/J DEFGRID3
* xyz 0 1
C 1.4042 0.0088 0.2460
C 0.5993 -1.2691 0.1219
C -0.6674 -1.2713 -0.2073
C -1.4664 0.0060 -0.1873
C -0.6601 1.3147 -0.1801
C 0.6704 1.2665 0.1023
H 1.8012 0.0409 1.2811
H 1.2525 -2.1843 0.2530
H -1.2264 -2.2511 -0.2955
H -2.1090 -0.0377 -1.0852
H -2.1911 0.0104 0.6496
H -1.2617 2.2293 -0.3758
H 1.2958 2.1605 0.2245
F 2.5590 -0.0236 -0.5472
*
```


(4)
Density functional theory data (the ωB97M-V functional and the def2-TZVPD basis) for the ion C6H7F2IN with charge +1 in a non-equilibrium geometry.

For the maximum force, the calculation gives 3.68 eV/Å. The energy above the lowest of the compared OMol25 structures with the same formula, charge and spin is 27.4 kJ/mol. Its frontier orbital gap is 0.287 hartree. For the total energy, the calculation gives -784.61425 a.u. For the molar mass, the calculation gives 258.0 u.

The geometry in ORCA input format:
```
! wB97M-V def2-TZVPD RIJCOSX def2/J DEFGRID3
* xyz 1 1
C -1.1857 1.2210 0.4208
C -1.5965 1.0581 -0.8267
C 0.0555 0.7205 0.9594
C -1.2241 -0.0069 -1.6124
C 0.8859 -0.2861 0.5212
C -1.1592 -1.2733 -1.2187
N 2.2323 -0.5256 1.1157
F -0.7540 0.4046 -2.8140
F -0.4040 -2.2002 -1.7589
I -2.1178 -1.9599 0.5976
H -1.5890 2.1201 0.8969
H -2.0263 1.9087 -1.4509
H 0.3057 1.2336 1.9346
H 0.7323 -0.9807 -0.2274
H 2.5062 0.4159 1.5391
H 2.8707 -0.4594 0.3155
H 2.4679 -1.3904 1.6083
*
```